Record 1
The following is a quantum chemistry calculation of the molecule C5H8N2S in a non-equilibrium geometry, from the OMol25 dataset.

Calculated values
DFT total energy: -19129.404 eV
net charge: 0
HOMO energy: -9.163 eV
structure (SMILES): CSn1nccc1C

Each line ends with the natural charge from an NBO analysis.
Cartesian coordinates (Å):
C  -1.891  1.075  1.462  -0.754
S  -0.674  1.839  0.370  0.435
N  0.454  0.566  0.272  -0.343
N  1.351  0.373  1.273  -0.268
C  2.051  -0.677  0.888  -0.040
C  1.608  -1.173  -0.372  -0.350
C  0.571  -0.360  -0.733  0.162
C  -0.294  -0.344  -1.946  -0.646
H  -2.659  1.815  1.615  0.230
H  -2.364  0.217  0.983  0.217
H  -1.426  0.804  2.394  0.234
H  2.838  -1.038  1.525  0.209
H  1.999  -2.035  -0.916  0.229
H  -0.220  0.581  -2.482  0.232
H  0.016  -1.166  -2.631  0.229
H  -1.361  -0.477  -1.703  0.226


Record 2
The following is a quantum chemistry calculation of a cluster of 2 separate species, C3H12N3O in total, from the OMol25 dataset.

Calculated values
DFT total energy: -9818.498 eV
net charge: +1
HOMO energy: -14.243 eV

Each line ends with the natural charge from an NBO analysis.
Cartesian coordinates (Å):
C  -2.235  0.275  -0.598  -0.636
C  -1.435  1.559  -0.632  -0.214
N  -0.143  1.375  0.123  -0.698
H  -3.179  0.425  -1.115  0.253
H  -1.707  -0.545  -1.083  0.229
H  -2.468  -0.017  0.425  0.230
H  -1.162  1.854  -1.643  0.222
H  -1.964  2.381  -0.156  0.225
H  -0.324  1.086  1.087  0.436
H  0.409  2.232  0.148  0.433
H  0.450  0.622  -0.299  0.462
N  2.179  -1.446  1.557  -0.832
C  1.217  -1.519  0.586  0.766
N  1.545  -0.866  -0.624  -0.897
O  0.092  -1.917  0.770  -0.616
H  1.962  -1.982  2.385  0.422
H  3.148  -1.458  1.281  0.399
H  2.532  -0.738  -0.807  0.399
H  1.083  -1.319  -1.404  0.416


Record 3
The following is a quantum chemistry calculation of the molecule C4H11NS2, from the OMol25 dataset.

Calculated values
DFT total energy: -27486.526 eV
net charge: 0
HOMO energy: -8.529 eV
structure (SMILES): CCNCCSS

Each line ends with the natural charge from an NBO analysis.
Cartesian coordinates (Å):
C  0.546  3.587  0.303  -0.621
C  -0.490  2.655  -0.369  -0.213
N  -0.335  1.325  0.254  -0.630
C  -1.237  0.292  -0.204  -0.236
C  -1.277  -0.899  0.729  -0.517
S  0.237  -1.951  0.826  0.075
S  1.022  -1.780  -1.101  -0.163
H  0.577  3.285  1.349  0.222
H  0.307  4.647  0.339  0.213
H  1.478  3.421  -0.235  0.201
H  -0.288  2.554  -1.437  0.165
H  -1.492  3.046  -0.185  0.186
H  0.603  1.060  -0.035  0.350
H  -2.256  0.691  -0.235  0.199
H  -1.027  -0.061  -1.219  0.180
H  -1.395  -0.538  1.754  0.233
H  -2.172  -1.490  0.537  0.215
H  2.262  -1.514  -0.640  0.141


Record 4
The following is a quantum chemistry calculation of a cluster of 2 separate species, C6H12NO2S in total in a non-equilibrium geometry, from the OMol25 dataset.

Calculated values
DFT total energy: -22835.367 eV
net charge: -1
HOMO energy: -3.121 eV

Each line ends with the natural charge from an NBO analysis.
Cartesian coordinates (Å):
C  -0.983  -0.942  0.743  -0.400
C  -2.076  -0.447  -0.237  -0.418
C  -0.577  0.317  1.585  -0.460
C  -1.726  0.944  -0.664  -0.245
C  0.170  1.253  0.682  0.571
C  3.488  0.586  -0.798  -0.710
N  -0.363  1.345  -0.508  -0.110
O  0.159  2.035  -1.496  -0.699
O  1.192  1.827  1.265  -0.749
S  2.429  0.033  -2.204  -0.265
H  -1.255  -1.672  1.526  0.188
H  -0.095  -1.367  0.229  0.213
H  -2.090  -1.283  -0.959  0.203
H  -3.079  -0.469  0.322  0.189
H  -1.554  0.826  2.003  0.177
H  -0.060  -0.007  2.501  0.221
H  -1.940  1.018  -1.793  0.238
H  -2.345  1.646  0.022  0.177
H  3.032  1.251  -0.153  0.260
H  4.537  0.772  -1.207  0.186
H  3.691  -0.308  -0.253  0.189
H  1.311  0.901  -2.043  0.242


Record 5
The following is a quantum chemistry calculation of a structure of composition C21H18N2O5S5SbW, from the OMol25 dataset.

Calculated values
DFT total energy: -97831.718 eV
net charge: -2
<S²>: 0.761
2S+1: 2
HOMO energy (spin up / spin down): -1.520 / -2.279 eV

Each line ends with the natural charge from an NBO analysis.
Cartesian coordinates (Å):
W  1.151  -0.857  -1.781  0.904
C  1.511  1.171  1.701  -0.412
N  0.511  1.449  0.682  -0.487
C  -0.818  1.330  1.265  -0.220
C  -1.972  1.394  0.279  -0.205
N  -2.101  0.218  -0.551  -0.490
C  -2.979  0.439  -1.685  -0.399
C  -2.282  -1.035  0.072  0.238
C  -2.889  -1.159  1.321  -0.275
C  -3.056  -2.397  1.925  -0.219
C  -2.633  -3.540  1.270  -0.239
C  -2.024  -3.429  0.028  -0.211
C  -1.817  -2.193  -0.580  -0.196
S  -0.930  -2.165  -2.115  -0.147
C  0.761  2.664  -0.026  0.226
C  1.005  3.845  0.673  -0.253
C  1.302  5.030  0.021  -0.242
C  1.368  5.039  -1.366  -0.227
C  1.124  3.877  -2.075  -0.198
C  0.804  2.680  -1.426  -0.186
S  0.400  1.330  -2.491  -0.051
H  1.437  1.852  2.567  0.143
H  2.505  1.260  1.266  0.222
H  1.370  0.154  2.064  0.228
H  -0.980  2.122  2.023  0.152
H  -0.838  0.374  1.793  0.230
H  -1.826  2.241  -0.395  0.213
H  -2.899  1.612  0.843  0.151
H  -4.010  0.667  -1.359  0.144
H  -2.995  -0.447  -2.316  0.225
H  -2.597  1.269  -2.280  0.210
H  -3.220  -0.268  1.839  0.199
H  -3.506  -2.461  2.909  0.196
H  -2.738  -4.513  1.735  0.201
H  -1.644  -4.310  -0.475  0.217
H  0.969  3.821  1.757  0.200
H  1.499  5.931  0.590  0.192
H  1.634  5.945  -1.898  0.197
H  1.217  3.858  -3.153  0.234
O  2.139  -4.919  2.922  -0.536
C  1.958  -4.149  2.010  0.391
C  2.444  -4.346  0.571  0.384
O  3.078  -5.297  0.167  -0.554
C  1.962  -3.155  -0.142  0.256
C  1.254  -2.325  0.725  0.263
O  0.760  -1.237  0.224  -0.703
C  1.208  -2.825  2.082  0.358
O  0.711  -2.331  3.079  -0.586
O  2.080  -2.796  -1.357  -0.657
S  3.705  1.975  -4.391  -0.919
Sb  3.934  -0.100  -3.504  0.949
S  3.279  0.033  -1.128  -0.575
S  1.671  -1.327  -3.909  -0.337


Record 6
The following is a quantum chemistry calculation of a structure of composition C54H72MnN6O5P3SSe2, from the OMol25 dataset.

Calculated values
DFT total energy: -277055.236 eV
net charge: +1
<S²>: 8.755
2S+1: 6
HOMO energy (spin up / spin down): -9.471 / -9.476 eV

Each line ends with the Mulliken spin population.
Cartesian coordinates (Å):
Mn  1.041  0.380  -0.390  4.380
Se  -5.322  -2.570  -1.718  0.001
P  -4.138  -2.768  -0.015  0.000
C  -3.523  -4.458  0.175  0.001
C  -2.426  -4.900  -0.558  0.000
C  -2.084  -6.242  -0.558  0.000
C  -2.848  -7.154  0.159  0.000
C  -3.946  -6.720  0.887  0.000
C  -4.283  -5.375  0.896  0.000
C  -4.989  -2.398  1.545  0.000
C  -6.380  -2.384  1.569  0.000
C  -7.051  -2.170  2.765  0.000
C  -6.340  -1.963  3.939  0.000
C  -4.951  -1.966  3.917  0.000
C  -4.283  -2.185  2.723  0.003
C  -2.660  -1.698  -0.035  0.017
C  -1.343  -1.706  0.454  0.069
N  -0.772  -0.595  -0.058  -0.180
N  -1.658  0.067  -0.772  0.077
N  -2.793  -0.578  -0.784  0.013
P  -0.207  -2.380  1.672  0.047
Se  1.812  -1.873  1.089  0.042
C  -0.357  -4.141  1.971  -0.003
C  -1.431  -4.641  2.708  -0.002
C  -1.520  -5.999  2.956  0.001
C  -0.531  -6.857  2.492  0.000
C  0.540  -6.362  1.764  0.003
C  0.627  -5.004  1.500  0.005
C  -0.589  -1.513  3.210  0.007
C  -0.099  -2.014  4.414  0.000
C  -0.277  -1.296  5.587  0.002
C  -0.943  -0.077  5.564  0.000
C  -1.435  0.424  4.366  0.005
C  -1.255  -0.287  3.188  0.003
H  -1.841  -4.194  -1.139  -0.001
H  -1.226  -6.581  -1.125  0.000
H  -2.589  -8.206  0.147  0.000
H  -4.547  -7.428  1.443  0.000
H  -5.146  -5.042  1.462  0.000
H  -6.923  -2.526  0.642  0.000
H  -8.134  -2.158  2.775  0.000
H  -6.868  -1.794  4.869  0.000
H  -4.388  -1.793  4.826  0.000
H  -3.200  -2.176  2.720  -0.002
H  -2.205  -3.979  3.081  -0.001
H  -2.363  -6.389  3.511  0.000
H  -0.598  -7.918  2.699  0.000
H  1.311  -7.029  1.400  0.000
H  1.469  -4.610  0.946  0.001
H  0.416  -2.967  4.441  -0.001
H  0.097  -1.696  6.521  0.000
H  -1.088  0.477  6.484  0.000
H  -1.980  1.361  4.348  0.000
H  -1.656  0.102  2.259  0.001
C  3.277  5.336  7.200  0.000
C  2.890  4.964  5.774  0.000
S  1.631  6.066  5.179  0.000
O  0.451  5.875  5.983  0.000
O  2.214  7.366  5.015  0.000
C  1.239  5.454  3.550  0.001
C  0.270  4.282  3.617  -0.001
N  0.153  3.593  2.326  0.003
C  0.795  2.452  2.003  0.087
N  0.476  2.065  0.772  -0.054
C  -0.418  2.976  0.279  0.078
C  -0.617  3.922  1.225  0.018
N  -1.452  5.085  1.115  0.001
O  -2.130  5.162  0.117  0.000
O  -1.439  5.879  2.038  0.000
C  1.705  1.716  2.919  0.012
H  4.041  4.647  7.556  0.000
H  2.416  5.273  7.864  0.000
H  3.677  6.348  7.238  0.000
H  2.489  3.948  5.721  0.000
H  3.736  5.051  5.089  0.000
H  2.169  5.196  3.038  0.000
H  0.792  6.305  3.038  0.000
H  -0.713  4.614  3.932  0.000
H  0.606  3.535  4.332  0.000
H  -0.877  2.887  -0.692  -0.015
H  1.201  1.474  3.857  0.003
H  2.605  2.294  3.143  0.007
H  1.989  0.770  2.459  -0.019
C  5.601  0.911  0.529  -0.001
C  4.328  0.102  0.539  0.014
O  3.270  0.757  -0.209  0.115
H  6.352  0.423  1.152  0.000
H  5.433  1.917  0.917  0.000
H  6.018  0.986  -0.477  0.000
H  3.931  -0.011  1.545  -0.001
H  4.483  -0.896  0.126  0.001
H  3.624  1.057  -1.056  -0.018
C  -2.011  3.149  -5.182  0.001
C  -2.446  1.749  -4.718  -0.002
C  -1.513  1.197  -3.635  0.018
C  -0.071  1.607  -3.949  -0.058
C  0.066  3.135  -3.770  0.031
C  -1.255  3.862  -4.067  0.002
P  1.210  0.680  -3.009  0.367
C  2.854  1.355  -3.527  -0.048
C  3.101  1.418  -5.051  0.000
C  4.272  2.351  -5.400  0.001
C  5.327  2.324  -4.300  0.000
C  4.756  2.914  -3.000  -0.001
C  3.237  2.705  -2.902  0.040
C  1.240  -1.055  -3.650  -0.130
C  0.972  -1.253  -5.165  0.005
C  -0.433  -1.785  -5.431  -0.001
C  -0.642  -3.168  -4.793  0.001
C  0.176  -3.323  -3.503  0.010
C  0.341  -1.979  -2.805  0.129
H  -2.875  3.731  -5.502  0.000
H  -1.357  3.076  -6.057  0.000
H  -2.477  1.063  -5.569  0.000
H  -3.459  1.780  -4.313  0.000
H  -1.634  0.119  -3.543  0.003
H  -1.789  1.587  -2.656  0.008
H  0.114  1.367  -5.002  0.005
H  0.841  3.509  -4.442  0.001
H  0.399  3.378  -2.754  -0.013
H  -1.043  4.899  -4.332  0.000
H  -1.879  3.902  -3.169  0.000
H  3.543  0.592  -3.128  0.002
H  2.198  1.759  -5.564  0.000
H  3.305  0.411  -5.420  -0.001
H  3.911  3.376  -5.528  0.000
H  4.698  2.060  -6.360  0.000
H  6.221  2.870  -4.598  0.000
H  5.647  1.289  -4.141  0.000
H  4.968  3.984  -2.945  0.000
H  5.256  2.467  -2.136  -0.001
H  2.726  3.499  -3.441  0.007
H  2.899  2.797  -1.864  -0.010
H  2.279  -1.346  -3.451  0.003
H  1.703  -1.970  -5.553  -0.001
H  1.138  -0.334  -5.726  -0.001
H  -0.613  -1.833  -6.506  0.000
H  -1.168  -1.077  -5.039  0.000
H  -0.366  -3.953  -5.499  0.000
H  -1.702  -3.307  -4.574  0.000
H  1.168  -3.733  -3.721  0.000
H  -0.304  -4.038  -2.832  0.001
H  0.780  -2.110  -1.812  -0.099
H  -0.646  -1.528  -2.650  0.015


Record 7
The following is a quantum chemistry calculation of a structure of composition C4H10N4O2 in a non-equilibrium geometry, from the OMol25 dataset.

Calculated values
DFT total energy: -14362.572 eV
net charge: 0
HOMO energy: -8.106 eV

Each line ends with the natural charge from an NBO analysis.
Cartesian coordinates (Å):
C  0.832  0.440  -1.196  0.145
C  -0.621  -0.256  1.513  0.177
C  -1.381  0.057  -0.710  0.648
C  -0.274  -0.731  -0.397  0.158
N  1.011  0.028  -2.545  -0.816
N  0.702  1.839  -1.065  -0.816
N  -0.856  -1.521  2.071  -0.825
N  0.619  0.359  1.870  -0.864
O  -2.083  0.997  -0.755  -0.473
O  0.050  -1.930  -0.484  -0.738
H  1.699  0.121  -0.615  0.197
H  -1.452  0.429  1.658  0.186
H  0.896  -0.972  -2.660  0.392
H  0.399  0.517  -3.189  0.357
H  0.613  2.078  -0.082  0.393
H  -0.057  2.235  -1.608  0.362
H  -1.814  -1.822  1.922  0.372
H  -0.252  -2.218  1.624  0.399
H  0.591  0.665  2.840  0.377
H  1.379  -0.312  1.807  0.370


Record 8
The following is a quantum chemistry calculation of a structure of composition C4H7NO2, from the OMol25 dataset.

Calculated values
DFT total energy: -9841.114 eV
net charge: 0
HOMO energy: -8.258 eV

Each line ends with the natural charge from an NBO analysis.
Cartesian coordinates (Å):
C  1.047  -1.122  0.656  -0.605
C  1.193  0.221  -0.711  0.074
C  -0.696  -0.586  0.062  -0.186
N  -1.230  0.699  -0.326  -0.668
C  -0.457  1.830  -0.369  0.872
O  -0.830  2.968  -0.419  -0.582
O  0.873  1.466  -0.296  -0.513
H  1.539  -0.511  1.412  0.236
H  1.775  -1.716  0.108  0.241
H  0.432  -1.863  1.194  0.195
H  0.583  -0.066  -1.583  0.120
H  -1.150  -0.851  1.018  0.195
H  -0.894  -1.361  -0.680  0.202
H  -2.187  0.892  -0.065  0.417


Energy relative to the best compared isomer or geometry (same formula, charge and spin) values, unit kJ/mol, following the record order: 98.2, 30.4, 71.4, 0.0, 0.0, 79.4, 303.8, 594.9.